#P
Formula: C5H4
Source: OMol25
Level of theory: ωB97M-V with the def2-TZVPD basis set

```
9
C5H4 | OMol25 | ωB97M-V with the def2-TZVPD basis set
C 2.112 -0.595 0.443
C 1.114 0.011 -0.081
C -0.108 0.559 -0.464
C -1.366 -0.015 -0.152
C -2.450 -0.468 0.134
H 2.965 -1.171 0.115
H 1.226 0.999 0.506
H -0.092 1.557 -0.892
H -3.402 -0.878 0.391
```

Results
2S+1: 1
M: 64.087 g/mol
LUMO energy (spin up / spin down): -0.2 / -0.3 eV
highest occupied orbital energy (spin up / spin down): -7.6 / -7.7 eV

Mulliken atomic charge list, values in e, 6 entries: number 1, C, carries -0.412; number 2, C, carries 0.163; number 3, C, carries -1.064; number 4, C, carries -0.220; number 5, C, carries 0.304; number 6, H, carries 0.254

=====

#Q
Formula: C5H4
Source: OMol25
Level of theory: ωB97M-V with the def2-TZVPD basis set

```
9
C5H4 | OMol25 | ωB97M-V with the def2-TZVPD basis set
C 0.436 -1.074 1.388
C -0.037 -1.665 2.358
C 0.791 -0.625 0.135
C 0.383 0.601 -0.608
C -0.942 0.931 -0.592
H 1.403 -1.260 -0.547
H 1.129 1.120 -1.081
H -1.609 1.667 -1.045
H -1.554 0.306 -0.008
```

Results
2S+1: 1
M: 64.087 g/mol
LUMO energy: -1.8 eV
highest occupied orbital energy: -10.1 eV

Mulliken atomic charge list, values in e, 6 entries: number 1, C, carries 0.160; number 2, C, carries -0.366; number 3, C, carries -0.283; number 4, C, carries -0.122; number 5, C, carries -0.595; number 6, H, carries 0.316

=====

Going by the energies, #Q is most stable and the next is 127.4 kJ/mol up.

=====

#P
Formula: C5H4
Source: OMol25
Level of theory: ωB97M-V with the def2-TZVPD basis set

```
9
C5H4 | OMol25 | ωB97M-V with the def2-TZVPD basis set
C 3.025 0.674 0.005
C 2.287 -0.275 0.243
C -0.252 -0.878 -0.133
C 1.403 -1.291 0.083
C -1.436 -0.195 0.316
H 3.744 1.330 -0.188
H -0.493 -1.434 -1.090
H -1.701 0.354 1.238
H -2.241 -0.175 -0.312
```

Results
2S+1: 1
M: 64.087 g/mol
LUMO energy (spin up / spin down): -1.5 / -1.5 eV
highest occupied orbital energy (spin up / spin down): -8.6 / -8.5 eV

Mulliken atomic charge list, values in e, 6 entries: number 1, C, carries -0.170; number 2, C, carries 0.186; number 3, C, carries 0.040; number 4, C, carries -0.638; number 5, C, carries -0.574; number 6, H, carries 0.436

=====

#Q
Formula: C5H4
Source: OMol25
Level of theory: ωB97M-V with the def2-TZVPD basis set

```
9
C5H4 | OMol25 | ωB97M-V with the def2-TZVPD basis set
C -1.691 1.162 0.916
C -1.146 0.320 0.126
C -0.247 -0.686 -0.522
C 1.081 -0.095 -0.662
C 2.173 -0.069 -0.175
H -2.406 1.566 1.543
H -0.776 -0.685 -1.470
H -0.179 -1.609 0.083
H 3.191 0.095 0.159
```

Results
structure (SMILES): C#CCC#C
2S+1: 1
M: 64.087 g/mol
LUMO energy: 0.8 eV
highest occupied orbital energy: -9.8 eV

Mulliken atomic charge list, values in e, 6 entries: number 1, C, carries -0.215; number 2, C, carries -0.391; number 3, C, carries -0.122; number 4, C, carries -0.282; number 5, C, carries -0.241; number 6, H, carries 0.403

=====

#R
Formula: C5H4
Source: OMol25
Level of theory: ωB97M-V with the def2-TZVPD basis set

```
9
C5H4 | OMol25 | ωB97M-V with the def2-TZVPD basis set
C 0.188 0.444 0.708
C -0.694 0.808 -0.510
C 0.742 0.612 1.781
C 0.515 -0.144 -0.556
C -0.827 -0.613 -0.954
H 0.994 0.962 2.781
H 1.467 -0.140 -0.811
H -1.326 -1.366 -0.334
H -1.060 -0.564 -2.103
```

Results
2S+1: 1
M: 64.087 g/mol
LUMO energy (spin up / spin down): -1.0 / -1.0 eV
highest occupied orbital energy (spin up / spin down): -8.7 / -8.7 eV

Mulliken atomic charge list, values in e, 6 entries: number 1, C, carries -0.079; number 2, C, carries -0.549; number 3, C, carries 0.155; number 4, C, carries -0.512; number 5, C, carries -0.182; number 6, H, carries 0.396

=====

Going by the energies, #Q is most stable and the next is 264.5 kJ/mol up.

=====

#P
Formula: C2H3NO2S
Source: OMol25
Level of theory: ωB97M-V with the def2-TZVPD basis set

```
9
C2H3NO2S | OMol25 | ωB97M-V with the def2-TZVPD basis set
O 0.011 2.147 0.041
C -0.642 1.147 -0.154
N -0.126 -0.113 -0.047
O -1.055 -1.137 -0.073
C 1.130 -0.541 -0.068
S 2.604 0.190 -0.032
H -1.707 1.071 -0.298
H -1.309 -1.142 0.821
H 1.094 -1.622 -0.189
```

Results
structure (SMILES): O=CN(O)C=S
2S+1: 1
M: 105.118 g/mol
LUMO energy: -0.4 eV
highest occupied orbital energy: -8.7 eV

Mulliken atomic charge list, values in e, 6 entries: number 1, O, carries -0.474; number 2, C, carries 0.052; number 3, N, carries 0.106; number 4, O, carries -0.394; number 5, C, carries -0.171; number 6, S, carries -0.217

=====

#Q
Formula: C2H3NO2S
Source: OMol25
Level of theory: ωB97M-V with the def2-TZVPD basis set

```
9
C2H3NO2S | OMol25 | ωB97M-V with the def2-TZVPD basis set
O -1.449 1.580 0.007
C -0.735 0.636 0.040
S -1.397 -1.071 -0.037
C 0.644 0.678 -0.022
N 1.337 -0.289 0.121
O 2.650 -0.092 -0.063
H -0.082 -1.423 0.269
H 1.086 1.748 -0.141
H 2.928 -0.962 -0.037
```

Results
structure (SMILES): O=C(S)/C=N/O
2S+1: 1
M: 105.118 g/mol
LUMO energy: -0.2 eV
highest occupied orbital energy: -9.7 eV

Mulliken atomic charge list, values in e, 6 entries: number 1, O, carries -0.457; number 2, C, carries 0.228; number 3, S, carries -0.252; number 4, C, carries 0.194; number 5, N, carries -0.329; number 6, O, carries -0.362

=====

#R
Formula: C2H3NO2S
Source: OMol25
Level of theory: ωB97M-V with the def2-TZVPD basis set

```
9
C2H3NO2S | OMol25 | ωB97M-V with the def2-TZVPD basis set
C 1.614 -0.205 0.153
C 0.852 0.879 -0.204
O -0.835 1.075 0.249
S -1.717 -0.313 0.072
N -0.994 -1.552 0.272
O -3.096 0.024 -0.276
H 2.356 -0.758 -0.377
H 1.192 -0.600 1.158
H 0.628 1.450 -1.048
```

Results
structure (SMILES): C=COS(#N)=O
2S+1: 1
M: 105.118 g/mol
LUMO energy: -0.9 eV
highest occupied orbital energy: -10.3 eV

Mulliken atomic charge list, values in e, 6 entries: number 1, C, carries -0.429; number 2, C, carries -0.064; number 3, O, carries -0.372; number 4, S, carries 0.835; number 5, N, carries -0.428; number 6, O, carries -0.467

=====

#S
Formula: C2H3NO2S
Source: OMol25
Level of theory: ωB97M-V with the def2-TZVPD basis set

```
9
C2H3NO2S | OMol25 | ωB97M-V with the def2-TZVPD basis set
S -1.927 1.335 1.421
C -0.754 0.560 0.596
N -0.652 -0.820 0.391
O 0.168 -0.996 -0.749
C 1.070 0.091 -0.533
O 0.279 1.099 0.013
H -1.536 -1.248 0.112
H 1.582 0.216 -1.513
H 1.771 -0.235 0.260
```

Results
structure (SMILES): S=C1NOCO1
2S+1: 1
M: 105.118 g/mol
LUMO energy: 0.7 eV
highest occupied orbital energy: -9.0 eV

Mulliken atomic charge list, values in e, 6 entries: number 1, S, carries -0.321; number 2, C, carries 0.296; number 3, N, carries -0.224; number 4, O, carries -0.277; number 5, C, carries -0.008; number 6, O, carries -0.266

=====

Going by the energies, #S is most stable and the next is 22.7 kJ/mol up.

=====

#P
Formula: C2H3NO2S
Source: OMol25
Level of theory: ωB97M-V with the def2-TZVPD basis set

```
9
C2H3NO2S | OMol25 | ωB97M-V with the def2-TZVPD basis set
N 2.562 0.803 -1.003
C 1.858 0.279 -0.279
C 0.846 -0.410 0.465
O -0.212 0.577 0.840
S -1.274 1.133 -0.318
O -2.284 -0.112 -0.598
H 0.375 -1.252 -0.182
H 1.234 -1.058 1.314
H -3.105 0.042 -0.239
```

Results
structure (SMILES): N#CCOSO
2S+1: 1
M: 105.118 g/mol
LUMO energy: 0.4 eV
highest occupied orbital energy: -9.2 eV

Mulliken atomic charge list, values in e, 6 entries: number 1, N, carries -0.334; number 2, C, carries 0.330; number 3, C, carries -0.271; number 4, O, carries -0.313; number 5, S, carries 0.193; number 6, O, carries -0.427

=====

#Q
Formula: C2H3NO2S
Source: OMol25
Level of theory: ωB97M-V with the def2-TZVPD basis set

```
9
C2H3NO2S | OMol25 | ωB97M-V with the def2-TZVPD basis set
H 1.253 -1.324 -0.272
N 0.703 -1.226 0.682
C 0.288 -0.115 0.937
S 0.206 1.368 0.006
H -0.097 -0.006 1.999
H 0.407 0.542 -1.127
O -2.818 0.179 0.879
C -2.958 0.370 -0.212
O -3.194 0.550 -1.303
```

Results
structure (SMILES): [H]/N=C\S.O=C=O
2S+1: 1
M: 105.118 g/mol
LUMO energy: 0.5 eV
highest occupied orbital energy: -9.9 eV

Mulliken atomic charge list, values in e, 6 entries: number 1, H, carries 0.232; number 2, N, carries -0.471; number 3, C, carries -0.019; number 4, S, carries -0.224; number 5, H, carries 0.321; number 6, H, carries 0.137

=====

#R
Formula: C2H3NO2S
Source: OMol25
Level of theory: ωB97M-V with the def2-TZVPD basis set

```
9
C2H3NO2S | OMol25 | ωB97M-V with the def2-TZVPD basis set
O 1.270 -0.182 -0.437
C -0.014 0.121 -0.087
O -0.213 1.007 1.057
N -1.095 1.921 0.751
C -2.250 2.120 1.037
S -3.710 2.656 1.289
H 1.661 -0.934 0.018
H -0.351 0.781 -0.869
H -0.568 -0.881 0.064
```

Results
structure (SMILES): OCON=C=S
2S+1: 1
M: 105.118 g/mol
LUMO energy: 0.1 eV
highest occupied orbital energy: -9.3 eV

Mulliken atomic charge list, values in e, 6 entries: number 1, O, carries -0.487; number 2, C, carries -0.098; number 3, O, carries -0.148; number 4, N, carries -0.265; number 5, C, carries 0.474; number 6, S, carries -0.334

=====

#S
Formula: C2H3NO2S
Source: OMol25
Level of theory: ωB97M-V with the def2-TZVPD basis set

```
9
C2H3NO2S | OMol25 | ωB97M-V with the def2-TZVPD basis set
N -0.618 -1.052 -0.720
C -0.130 0.220 -0.767
S -0.471 1.399 -1.896
C 0.473 0.782 0.561
O 0.676 1.929 0.820
O 0.621 -0.261 1.327
H -1.131 -1.460 -1.504
H -0.455 -1.653 0.110
H 1.034 0.096 2.069
```

Results
structure (SMILES): NC(=S)C(=O)O
2S+1: 1
M: 105.118 g/mol
LUMO energy: -0.3 eV
highest occupied orbital energy: -8.6 eV

Mulliken atomic charge list, values in e, 6 entries: number 1, N, carries -0.351; number 2, C, carries 0.188; number 3, S, carries -0.257; number 4, C, carries 0.510; number 5, O, carries -0.476; number 6, O, carries -0.426

=====

Going by the energies, #S is most stable and the next is 19.8 kJ/mol up.